The following is a DFT calculation (the ωB97M-V functional and the def2-TZVPD basis) of a cluster of 3 separate species, C4H15NO2 in total in a non-equilibrium geometry.

Bonds (Å) are listed after each position.
Atoms and positions in Å:
1 C 1.25 1.42 1.12  C2 1.543, H6 1.095, H7 1.102, H8 1.086
2 C 1.65 0.56 -0.10  C1 1.543, C3 1.563, H9 1.102, H10 1.100
3 C 0.53 -0.45 -0.51  C2 1.563, C4 1.568, N5 1.446, H11 1.118
4 C 1.18 -1.88 -0.56  C3 1.568, H12 1.125, H13 1.105, H14 1.071
5 N 0.02 -0.12 -1.82  C3 1.446, H15 1.009, H16 1.009
6 H 0.49 2.16 0.86  C1 1.095
7 H 0.74 0.83 1.91  C1 1.102
8 H 2.04 1.99 1.61  C1 1.086
9 H 2.59 -0.01 -0.10  C2 1.102
10 H 1.78 1.27 -0.93  C2 1.100
11 H -0.24 -0.50 0.30  C3 1.118
12 H 0.52 -2.80 -0.57  C4 1.125
13 H 1.65 -1.84 -1.55  C4 1.105
14 H 1.98 -1.96 0.14  C4 1.071
15 H -0.50 -0.85 -2.27  N5 1.009
16 H -0.54 0.72 -1.83  N5 1.009
17 O -3.03 -1.19 -0.18  H18 0.966, H19 0.962
18 H -2.72 -0.32 0.10  O17 0.966
19 H -2.24 -1.73 -0.07  O17 0.962
20 O -2.31 1.23 1.31  H21 0.962, H22 0.962
21 H -2.94 1.40 2.01  O20 0.962
22 H -1.90 2.08 1.13  O20 0.962

Properties
- F_max: 1.98 eV/A
- DFT total energy: -366.61321 a.u.
- E_HOMO: -9.103 eV
- Molar mass: 109.2 g/mol
- Gap between HOMO and LUMO: 9.6 eV
- SMILES string: CC[C@H](C)N.O.O
- Lowest unoccupied orbital energy: 0.47 eV
- Energy above the lowest of the compared OMol25 structures with the same formula, charge and spin: 99.6 kJ/mol

=====

The following is a DFT calculation (the ωB97M-V functional and the def2-TZVPD basis) of a cluster of 3 separate species, C4H15NO2 in total in a non-equilibrium geometry.

Bonds (Å) are listed after each position.
Atoms and positions in Å:
1 C 1.32 -0.02 1.17  C2 1.534, H6 1.095, H7 1.101, H8 1.078
2 C -0.03 0.20 0.48  C1 1.534, C3 1.534, H9 1.093, H10 1.099
3 C -0.02 1.34 -0.54  C2 1.534, C4 1.535, N5 1.485, H11 1.086
4 C -1.37 2.01 -0.83  C3 1.535, H12 1.082, H13 1.091, H14 1.086
5 N 0.58 0.89 -1.83  C3 1.485, H15 1.009, H16 0.998
6 H 2.12 0.02 0.42  C1 1.095
7 H 1.47 0.82 1.87  C1 1.101
8 H 1.33 -0.98 1.66  C1 1.078
9 H -0.87 0.26 1.19  C2 1.093
10 H -0.12 -0.77 -0.02  C2 1.099
11 H 0.73 2.06 -0.22  C3 1.086
12 H -1.32 2.37 -1.84  C4 1.082
13 H -2.22 1.32 -0.75  C4 1.091
14 H -1.60 2.77 -0.09  C4 1.086
15 H -0.01 0.24 -2.33  N5 1.009
16 H 1.57 0.84 -1.84  N5 0.998
17 O -2.77 -1.33 1.58  H18 0.965, H19 0.966
18 H -2.92 -1.02 2.48  O17 0.965
19 H -3.12 -0.57 1.10  O17 0.966
20 O 2.39 -2.53 -0.26  H21 0.987, H22 0.962
21 H 1.82 -2.15 -0.98  O20 0.987
22 H 2.74 -1.72 0.12  O20 0.962

Properties
- F_max: 1.67 eV/A
- DFT total energy: -366.60364 a.u.
- E_HOMO: -9.000 eV
- Molar mass: 109.2 g/mol
- Gap between HOMO and LUMO: 9.7 eV
- SMILES string: CC[C@H](C)N.O.O
- Lowest unoccupied orbital energy: 0.69 eV
- Energy above the lowest of the compared OMol25 structures with the same formula, charge and spin: 124.7 kJ/mol

=====

The following is a DFT calculation (the ωB97M-V functional and the def2-TZVPD basis) of a cluster of 3 separate species, C4H15NO2 in total in a non-equilibrium geometry.

Bonds (Å) are listed after each position.
Atoms and positions in Å:
1 C 0.50 -0.36 -1.58  C2 1.513, H6 1.090, H7 1.104, H8 1.093
2 C 0.51 0.36 -0.25  C1 1.513, N3 1.519, H9 1.093, H10 1.103
3 N 0.23 -0.50 0.98  C2 1.519, C4 1.496, C5 1.459
4 C -0.13 0.58 1.94  N3 1.496, H11 1.090, H12 1.101, H13 1.101
5 C -1.00 -1.24 0.76  N3 1.459, H14 1.097, H15 1.086, H16 1.102
6 H 0.90 0.17 -2.44  C1 1.090
7 H -0.57 -0.57 -1.74  C1 1.104
8 H 0.97 -1.35 -1.64  C1 1.093
9 H 1.52 0.67 0.01  C2 1.093
10 H -0.12 1.25 -0.41  C2 1.103
11 H 0.45 1.50 1.98  C4 1.090
12 H -1.18 0.92 1.96  C4 1.101
13 H -0.02 0.15 2.95  C4 1.101
14 H -1.29 -1.65 1.73  C5 1.097
15 H -0.97 -1.93 -0.08  C5 1.086
16 H -1.88 -0.59 0.56  C5 1.102
17 O -2.87 -1.44 4.40  H18 0.960, H19 0.951
18 H -2.55 -0.73 4.97  O17 0.960
19 H -2.49 -2.29 4.61  O17 0.951
20 O 2.94 2.48 -6.04  H21 0.971, H22 0.943
21 H 3.17 1.61 -5.67  O20 0.971
22 H 2.01 2.43 -6.14  O20 0.943

Properties
- F_max: 3.90 eV/A
- DFT total energy: -366.57055 a.u.
- E_HOMO: -9.177 eV
- Molar mass: 109.2 g/mol
- Gap between HOMO and LUMO: 9.9 eV
- SMILES string: CCN(C)C.O.O
- Lowest unoccupied orbital energy: 0.69 eV
- Energy above the lowest of the compared OMol25 structures with the same formula, charge and spin: 211.6 kJ/mol

=====

- What is the energy above the lowest of the compared OMol25 structures with the same formula, charge and spin in the first record?
  99.6 kJ/mol

=====

- Look up the F_max of the first one.
  1.98 eV/A

=====

- Which of these has the lowest lowest unoccupied orbital energy?
  number 1